Record 1
Formula: C3H3Cl2FO
Source: the Open Molecules 2025 dataset
Level of theory: ωB97M-V/def2-TZVPD

Summary:
- HOMO-LUMO gap (eV) = 8.146
- LUMO (eV) = -0.932

Structure (XYZ):
```
10
Properties=species:S:1:pos:R:3:forces:R:3
C 1.166 -1.187 1.710 -0.3 1.9 3.9
C 3.219 0.442 1.679 -1.6 0.6 1.0
C 0.353 -0.990 -0.492 -2.1 -1.7 -1.9
O 1.112 -1.612 0.566 -1.0 -0.9 -2.1
F 0.248 -0.103 1.947 1.0 -1.6 -1.0
Cl 3.308 0.558 3.414 0.4 0.0 -0.7
Cl 4.579 -0.179 0.999 1.3 -0.6 -0.3
H -0.796 -0.940 -0.377 2.0 0.1 0.7
H 0.457 -1.755 -1.355 0.3 1.8 1.1
H 0.795 -0.015 -0.582 -0.1 0.3 -0.7
```
Positions in Å, forces in eV/Å.

Now the Mulliken charges, all in e: atom 1 (C): 0.04, atom 2 (C): 0.06, atom 3 (C): -0.58, atom 4 (O): -0.02, atom 5 (F): -0.23, atom 6 (Cl): -0.06, atom 7 (Cl): -0.02, atom 8 (H): 0.26, atom 9 (H): 0.22, atom 10 (H): 0.33


Record 2
Formula: C37H69AgN2O11
Source: the Open Molecules 2025 dataset
Level of theory: ωB97M-V/def2-TZVPD

Summary:
- multiplicity = 2
- net charge = +1
- HOMO-LUMO gap (alpha / beta) (eV) = 7.623 / 4.759
- expectation value of S² = 0.75
- LUMO (alpha / beta) (eV) = -2.622 / -5.486

Structure (XYZ):
```
120
Properties=species:S:1:pos:R:3:forces:R:3
Ag 3.537 1.043 -2.671 0.5 -0.2 0.0
C -0.493 2.262 -0.832 0.3 -0.3 0.1
C 1.043 1.838 -0.744 -1.7 1.3 2.0
C 1.416 1.284 0.694 -0.3 -1.8 0.3
O 1.462 0.941 -1.721 -1.0 0.8 1.4
H -0.682 2.592 -1.854 -0.2 -0.5 -0.2
H -0.780 3.149 -0.267 1.1 0.4 0.4
H -1.250 1.584 -0.438 0.3 -0.7 -0.6
H 1.481 2.836 -0.721 1.1 -0.1 -0.9
H 2.461 1.084 0.933 0.3 0.3 -0.8
H 0.940 0.322 0.885 -0.1 -0.5 -0.6
H 1.056 1.760 1.606 -0.3 1.3 -0.7
C -2.555 -3.344 -0.304 0.1 -0.1 0.4
C -3.248 -2.262 -1.225 1.1 0.0 2.8
C -2.220 -1.008 -1.198 0.1 -1.7 0.0
C -2.518 -0.038 -2.254 -1.5 0.7 -3.4
C -2.742 -0.738 -3.659 0.0 -0.5 1.1
C -3.737 -1.929 -3.683 0.1 -0.1 -1.0
N -3.475 -2.857 -2.550 1.8 4.7 -0.4
O -4.244 -3.978 -2.545 -0.2 -1.1 0.3
C -5.173 -1.314 -3.770 0.6 -1.3 1.6
C -3.393 -2.714 -4.979 -0.2 -1.3 0.1
C -4.501 -1.795 -0.419 -1.6 0.1 -1.6
H -2.508 -2.897 0.688 0.6 0.2 0.0
H -1.593 -3.738 -0.634 0.6 1.0 -0.3
H -2.952 -4.324 -0.040 -1.5 0.1 -0.6
H -2.201 -0.474 -0.248 -0.6 -0.4 0.4
H -1.186 -1.344 -1.273 0.1 -0.5 -0.4
H -1.748 0.697 -2.488 0.1 0.0 0.6
H -3.434 0.513 -2.040 -0.1 0.1 0.3
H -1.736 -0.996 -3.989 0.0 -0.6 -0.1
H -3.170 -0.146 -4.468 0.3 0.8 0.3
H -5.912 -2.091 -3.571 -0.1 -0.3 -0.9
H -5.331 -0.760 -2.845 0.1 1.0 -0.4
H -5.312 -0.776 -4.707 -0.2 0.0 0.3
H -2.333 -2.967 -4.973 0.1 0.3 -0.1
H -3.878 -3.689 -5.032 -0.3 -0.2 0.7
H -3.693 -2.374 -5.971 0.2 1.1 0.3
H -5.297 -2.478 -0.715 -0.1 -0.5 0.6
H -4.964 -0.870 -0.763 0.5 0.5 -0.5
H -4.516 -1.613 0.655 0.8 -0.8 0.1
H -3.460 -4.533 -2.553 -0.8 -1.5 -0.1
C 3.087 -1.612 3.095 -1.2 0.8 -0.1
C 1.823 -1.824 3.946 -0.6 1.2 -1.1
C 0.908 -2.686 3.050 0.0 -0.3 0.1
C -0.189 -3.335 3.812 0.6 0.5 0.8
C 0.486 -4.181 4.863 -0.5 -0.3 0.0
C 1.342 -3.371 5.899 -1.6 0.1 0.0
N 2.203 -2.426 5.183 -0.3 -2.0 -1.1
O 2.993 -1.573 5.935 -0.4 -0.2 0.4
C 0.317 -2.707 6.937 1.0 -0.4 0.1
C 2.230 -4.401 6.526 0.5 -0.5 0.8
C 1.133 -0.437 4.161 -0.3 1.3 -0.8
H 3.619 -0.785 3.566 0.9 -0.6 -0.2
H 2.733 -1.258 2.126 0.1 0.3 -0.2
H 3.562 -2.569 2.879 0.5 0.3 0.6
H 0.397 -2.116 2.274 0.7 0.5 -0.3
H 1.493 -3.483 2.590 0.3 0.0 -0.2
H -0.855 -3.868 3.133 -0.2 -0.1 0.3
H -0.664 -2.496 4.320 -0.9 -0.2 0.0
H 1.100 -4.940 4.377 0.4 0.1 -0.1
H -0.299 -4.782 5.323 0.2 0.1 0.8
H 0.792 -1.979 7.595 0.3 0.6 -0.5
H -0.579 -2.292 6.476 0.2 0.1 -0.1
H -0.015 -3.376 7.731 -0.1 -0.7 -0.5
H 2.931 -3.983 7.248 -0.3 0.0 0.3
H 1.600 -5.179 6.958 0.1 0.0 0.4
H 2.857 -4.896 5.785 -0.1 0.2 -0.3
H 1.802 0.421 4.223 0.7 -0.2 0.2
H 0.423 -0.214 4.958 0.0 -1.0 0.5
H 0.562 -0.131 3.285 -0.2 -0.4 -0.4
H 2.335 -0.983 6.309 0.1 0.7 0.6
O 4.018 -0.750 -1.342 0.6 2.2 -0.9
C 3.464 -1.754 -1.011 -2.3 -0.9 -1.9
O 4.012 -2.499 -0.143 1.6 -1.9 2.6
C 3.411 -3.792 -0.046 -1.3 -0.7 0.0
C 1.961 -3.574 -0.522 0.9 1.2 0.1
C 2.091 -2.332 -1.455 0.0 -1.0 0.3
H 3.337 -4.273 0.929 0.7 0.9 0.5
H 4.011 -4.495 -0.624 -0.2 0.2 -0.5
H 1.359 -3.097 0.251 0.0 -1.3 0.7
H 1.629 -4.553 -0.868 -0.7 0.6 -0.4
H 1.357 -1.569 -1.197 -0.1 -0.1 -0.2
H 1.882 -2.683 -2.466 0.8 0.8 -0.4
O 2.753 2.866 -3.637 2.1 -1.2 -1.3
C 2.297 3.901 -4.088 0.6 -3.8 0.6
O 1.581 4.475 -3.217 -2.0 2.7 1.9
C 0.789 5.472 -3.820 -1.3 1.7 0.1
C 0.966 5.254 -5.291 -0.8 1.3 -2.0
C 2.243 4.441 -5.462 -0.1 0.3 0.9
H 1.049 6.477 -3.489 0.7 -0.1 0.1
H -0.256 5.423 -3.512 0.0 -0.7 0.1
H 0.988 6.210 -5.814 0.4 0.1 0.1
H 0.070 4.826 -5.740 0.2 -0.7 0.2
H 3.139 5.062 -5.479 0.1 0.2 -0.7
H 2.248 3.640 -6.202 0.1 0.3 0.1
O -2.945 5.539 -2.725 0.2 -1.3 -1.1
C -3.136 4.570 -3.431 -0.1 0.8 0.5
O -2.734 4.478 -4.728 0.3 0.8 -0.6
C -3.038 3.139 -5.242 1.5 1.4 -0.1
C -4.178 2.754 -4.477 -2.5 -1.7 1.3
C -3.904 3.313 -3.095 -0.3 -0.2 0.3
H -2.131 2.607 -4.957 -0.1 -0.7 -0.7
H -3.385 3.053 -6.272 1.2 0.8 -0.4
H -4.246 1.676 -4.621 -0.4 -0.2 0.8
H -5.096 3.145 -4.916 0.0 0.3 0.1
H -3.299 2.605 -2.529 0.3 0.2 0.1
H -4.745 3.588 -2.459 -0.1 -0.2 -0.2
O 5.662 6.109 3.764 -3.9 -3.2 -0.4
C 4.717 5.252 3.684 4.5 4.4 4.7
O 4.335 4.753 2.589 -0.2 -0.5 -4.0
C 3.474 3.637 2.657 0.3 -0.2 1.4
C 3.049 3.681 4.118 -2.5 -0.4 0.6
C 4.014 4.561 4.911 0.7 -0.6 -1.8
H 4.043 2.729 2.455 0.0 0.1 -0.5
H 2.638 3.790 1.976 0.2 -0.2 -0.1
H 2.770 2.714 4.536 0.8 -0.3 0.1
H 2.048 4.110 4.063 0.0 0.7 0.4
H 4.810 3.961 5.351 0.0 -0.1 0.1
H 3.591 5.167 5.712 0.0 0.3 -0.6
```
Positions in Å, forces in eV/Å.

Mulliken atomic charge list, values in e, 99 entries: atom 1 (Ag): 0.61, atom 2 (C): -1.41, atom 3 (C): 0.85, atom 4 (C): -1.53, atom 5 (O): -0.21, atom 6 (H): 0.23, atom 7 (H): 0.66, atom 8 (H): 0.09, atom 9 (H): 0.15, atom 10 (H): 0.55, atom 11 (H): 0.10, atom 12 (H): 0.71, atom 13 (C): -2.02, atom 14 (C): 1.66, atom 15 (C): -0.60, atom 16 (C): 0.60, atom 17 (C): -1.85, atom 18 (C): 1.33, atom 19 (N): 0.47, atom 20 (O): -0.46, atom 21 (C): -1.64, atom 22 (C): -1.94, atom 23 (C): -1.88, atom 24 (H): 0.39, atom 25 (H): 0.48, atom 26 (H): 0.48, atom 27 (H): 0.69, atom 28 (H): -0.47, atom 29 (H): 0.04, atom 30 (H): -0.09, atom 31 (H): 0.42, atom 32 (H): 0.33, atom 33 (H): 0.38, atom 34 (H): 0.34, atom 35 (H): 0.42, atom 36 (H): 0.44, atom 37 (H): 0.44, atom 38 (H): 0.37, atom 39 (H): 0.43, atom 40 (H): 0.30, atom 41 (H): 0.36, atom 42 (H): 0.41, atom 43 (C): -1.59, atom 44 (C): 2.12, atom 45 (C): -0.25, atom 46 (C): -1.16, atom 47 (C): -1.34, atom 48 (C): 1.53, atom 49 (N): 0.26, atom 50 (O): -0.43, atom 51 (C): -1.70, atom 52 (C): -1.95, atom 53 (C): -1.83, atom 54 (H): 0.44, atom 55 (H): 0.05, atom 56 (H): 0.32, atom 57 (H): -0.16, atom 58 (H): 0.17, atom 59 (H): 0.46, atom 60 (H): 0.25, atom 61 (H): 0.43, atom 62 (H): 0.51, atom 63 (H): 0.43, atom 64 (H): 0.30, atom 65 (H): 0.46, atom 66 (H): 0.36, atom 67 (H): 0.42, atom 68 (H): 0.43, atom 69 (H): 0.35, atom 70 (H): 0.44, atom 71 (H): 0.29, atom 72 (H): 0.37, atom 73 (O): -0.62, atom 74 (C): 0.67, atom 75 (O): -0.30, atom 76 (C): -0.68, atom 77 (C): 0.17, atom 78 (C): 0.16, atom 79 (H): 0.33, atom 80 (H): 0.35, atom 81 (H): -0.30, atom 82 (H): 0.58, atom 83 (H): -0.60, atom 84 (H): 0.40, atom 85 (O): -0.52, atom 86 (C): 0.36, atom 87 (O): -0.30, atom 88 (C): -0.21, atom 89 (C): -0.42, atom 90 (C): -0.28, atom 91 (H): 0.27, atom 92 (H): 0.07, atom 93 (H): 0.39, atom 94 (H): 0.09, atom 95 (H): 0.26, atom 96 (H): 0.35, atom 97 (O): -0.62, atom 98 (C): 0.52, atom 99 (O): -0.37


Record 3
Formula: C4H16N8O4
Source: the Open Molecules 2025 dataset
Level of theory: ωB97M-V/def2-TZVPD

Summary:
- multiplicity = 2
- net charge = -1
- HOMO-LUMO gap (alpha / beta) (eV) = 2.672 / 9.727
- expectation value of S² = 0.75
- LUMO (alpha / beta) (eV) = 2.785 / 2.735

Structure (XYZ):
```
32
Properties=species:S:1:pos:R:3:forces:R:3
C 2.177 3.798 0.591 0.9 1.5 0.7
O 2.012 2.826 1.249 -1.7 -5.0 2.2
N 1.356 4.766 0.440 -5.4 2.1 0.0
N 3.326 4.188 0.205 5.8 0.3 -2.1
H 1.587 5.590 -0.096 -0.3 0.3 -0.1
H 0.436 4.586 0.815 -0.3 0.6 -0.3
H 4.124 3.586 0.347 -0.1 0.2 -0.4
H 3.314 4.963 -0.443 0.9 0.1 -0.2
C 0.321 0.181 -0.354 -2.3 -1.9 0.1
O -0.188 -0.885 -0.707 -1.1 -2.1 -1.3
N -0.421 1.242 -0.327 -0.9 3.1 0.0
N 1.475 0.215 0.193 3.9 -0.1 1.1
H 0.042 2.073 0.012 -0.6 0.5 -0.1
H -1.380 1.206 -0.644 0.4 0.2 0.0
H 1.982 -0.656 0.259 -0.1 0.3 0.0
H 1.850 1.078 0.560 0.3 0.3 0.3
C -3.773 -1.186 1.027 -3.7 -0.7 2.8
O -4.766 -1.169 1.751 -0.7 0.1 0.1
N -3.609 -2.010 0.054 0.3 -3.4 -4.1
N -2.751 -0.452 1.214 4.5 4.2 1.4
H -4.297 -2.717 -0.163 0.2 0.4 0.1
H -2.816 -1.864 -0.554 -0.3 -0.4 -0.1
H -1.861 -0.625 0.769 -0.1 0.0 -0.1
H -2.759 0.238 1.950 -0.1 -0.3 -0.2
C 0.727 -4.168 -1.032 3.9 -5.9 -0.1
O 1.163 -5.342 -1.000 -1.0 0.6 0.2
N -0.394 -3.718 -0.688 -7.8 -1.2 2.5
N 1.414 -3.156 -1.313 5.9 6.4 -3.4
H -0.645 -2.744 -0.771 0.0 -0.2 0.7
H -0.863 -4.408 -0.118 -1.0 0.6 -0.1
H 2.354 -3.091 -1.678 -0.2 -0.9 0.0
H 0.865 -2.342 -1.548 0.6 0.5 0.4
```
Positions in Å, forces in eV/Å.

Now the Mulliken charges, all in e: atom 1 (C): -3.79, atom 2 (O): 0.37, atom 3 (N): -0.32, atom 4 (N): 0.12, atom 5 (H): 0.78, atom 6 (H): 0.81, atom 7 (H): 0.48, atom 8 (H): 0.61, atom 9 (C): -0.13, atom 10 (O): -0.87, atom 11 (N): -0.17, atom 12 (N): 0.00, atom 13 (H): 0.28, atom 14 (H): 0.30, atom 15 (H): 0.20, atom 16 (H): 0.26, atom 17 (C): 0.57, atom 18 (O): -0.72, atom 19 (N): -0.31, atom 20 (N): -0.24, atom 21 (H): 0.19, atom 22 (H): 0.19, atom 23 (H): 0.11, atom 24 (H): 0.18, atom 25 (C): 0.40, atom 26 (O): -0.76, atom 27 (N): -0.32, atom 28 (N): -0.25, atom 29 (H): 0.48, atom 30 (H): 0.19, atom 31 (H): 0.20, atom 32 (H): 0.17


Across the entries above, relative energy (zero: lowest compared OMol25 entry of this formula, charge and spin) takes the values 112.3; 4.0; 17.9 kcal/mol, respectively.
Across the entries above, molar mass takes the values 144.96; 825.83; 240.22 g/mol, respectively.